The following is a quantum chemistry calculation of C2H2N4O2 as an isolated structure at a distorted geometry, from OMol25.

Properties
Relative energy (zero: lowest compared OMol25 entry of this formula, charge and spin)   109.6 kcal/mol
Strongest force on any atom   4.7 eV Å⁻¹
Total charge   0
Molecular weight   114.06 g mol⁻¹
DFT total energy   -446.79802 Ha

Each line ends with the natural charge from an NBO analysis.
Cartesian coordinates (Å):
1 C -0.973 -0.163 -0.225  0.539
2 C 1.635 -0.109 -0.173  0.900
3 H -2.793 -0.233 0.196  0.375
4 H 0.300 -1.712 0.512  0.453
5 N -2.005 -0.839 -0.257  -0.619
6 N -0.828 1.406 0.059  -0.132
7 N 0.225 1.994 0.097  0.251
8 N 0.231 -0.646 0.116  -0.706
9 O 1.653 1.109 -0.347  -0.485
10 O 2.555 -0.807 0.021  -0.575

Cartesian forces, eV/Å:
2.544 0.406 2.128
-3.342 -2.138 2.085
1.218 -1.352 -1.730
-0.455 3.588 -1.657
-3.313 1.860 1.133
3.480 1.350 -0.282
-4.019 -1.928 -0.438
2.895 -3.751 0.027
-0.702 4.152 -1.097
1.694 -2.188 -0.169

---

The following is a quantum chemistry calculation of CI3O2S as an isolated structure at a distorted geometry, from OMol25.

Properties
Relative energy (zero: lowest compared OMol25 entry of this formula, charge and spin)   43.1 kcal/mol
Strongest force on any atom   3.7 eV Å⁻¹
Total charge   -1
Molecular weight   456.79 g mol⁻¹
DFT total energy   -1479.83490 Ha

Each line ends with the natural charge from an NBO analysis.
Cartesian coordinates (Å):
1 C 0.383 1.342 -0.272  -0.745
2 O -1.065 -0.484 1.015  -0.926
3 O 0.844 -1.361 -0.271  -0.921
4 S -0.288 -0.394 -0.203  1.752
5 I -1.412 2.453 -0.406  0.121
6 I 1.523 1.350 -2.012  0.151
7 I -2.113 -2.801 -1.790  -0.432

Cartesian forces, eV/Å:
-1.101 -1.331 -0.593
-0.533 0.188 -0.091
-1.373 1.630 -0.319
2.258 -2.474 1.473
-0.118 0.838 0.029
0.652 0.545 -0.597
0.215 0.605 0.097

---

The following is a quantum chemistry calculation of C4H9NO as an isolated structure, from OMol25.

Properties
Relative energy (zero: lowest compared OMol25 entry of this formula, charge and spin)   124.5 kcal/mol
Strongest force on any atom   0.3 eV Å⁻¹
Total charge   0
Molecular weight   87.12 g mol⁻¹
DFT total energy   -287.63399 Ha

Each line ends with the natural charge from an NBO analysis.
Cartesian coordinates (Å):
1 C 1.749 -1.052 -0.646  -0.617
2 C 0.292 -0.753 -0.906  -0.075
3 N -0.640 -1.280 0.111  -0.616
4 C -0.529 0.162 -0.103  -0.293
5 C -0.213 1.078 0.944  -0.078
6 O -1.692 2.058 0.686  -0.830
7 H 2.410 -0.363 -1.185  0.206
8 H 1.963 -0.980 0.425  0.211
9 H 1.989 -2.072 -0.970  0.212
10 H -0.003 -0.877 -1.951  0.187
11 H -1.481 -1.624 -0.347  0.343
12 H -1.642 1.286 -0.133  0.453
13 H 0.508 1.874 0.768  0.213
14 H -0.348 0.813 1.994  0.200
15 H -2.364 1.731 1.313  0.484

Cartesian forces, eV/Å:
0.024 0.055 0.046
0.182 -0.025 -0.219
-0.270 -0.153 -0.045
0.275 0.113 0.169
0.072 -0.156 -0.104
-0.202 -0.119 0.024
-0.114 -0.067 0.072
-0.039 0.016 -0.133
-0.035 0.164 0.039
0.010 0.006 0.185
0.113 0.006 0.090
-0.050 0.151 0.151
-0.093 -0.155 0.005
-0.012 0.006 -0.166
0.141 0.158 -0.116

---

The following is a quantum chemistry calculation of one molecule with the formula C3H5BrO2 at a distorted geometry, from OMol25.

Properties
Relative energy (zero: lowest compared OMol25 entry of this formula, charge and spin)   15.1 kcal/mol
Strongest force on any atom   4.5 eV Å⁻¹
Expectation value of S²   2.01
Total charge   0
Molecular weight   152.98 g mol⁻¹
2S+1   3
DFT total energy   -2841.58319 Ha

Each line ends with the natural charge from an NBO analysis.
Cartesian coordinates (Å):
1 C 0.538 0.734 -0.429  0.008
2 C 1.558 0.550 0.498  0.358
3 C -0.724 -0.030 -0.479  -0.627
4 O 1.714 0.174 -0.870  -0.520
5 O 1.704 -0.437 1.374  -0.712
6 Br 2.849 2.339 0.905  0.183
7 H 0.492 1.727 -0.891  0.166
8 H -1.161 -0.046 -1.549  0.213
9 H -1.444 0.399 0.125  0.220
10 H -0.396 -1.013 -0.196  0.220
11 H 2.286 -1.129 1.016  0.493

Cartesian forces, eV/Å:
-3.237 2.644 -1.797
0.610 -1.785 -0.409
0.872 -1.031 -3.210
2.143 -1.126 -0.324
-0.173 -1.448 1.307
1.889 2.415 0.427
-0.519 0.255 0.578
0.813 -0.094 1.593
-1.446 0.625 1.529
-0.725 -0.790 0.269
-0.227 0.337 0.038